(1)
Density functional theory data (wB97M-V/def2-TZVPD) for a structure of composition C49H34Cl8N5O4S2Y in a non-equilibrium geometry.

Results
**HOMO**: -6.656 eV
**HOMO-LUMO gap**: 6.39 eV
**Energy above the lowest of the compared OMol25 structures with the same formula, charge and spin**: 0.764 eV

```
! wB97M-V def2-TZVPD RIJCOSX def2/J DEFGRID3
* xyz 0 1
Y -0.91 -0.20 0.11
C -4.63 0.22 -2.77
C -4.98 -1.03 -3.25
C -4.19 -2.12 -2.92
C -3.07 -1.92 -2.12
N -2.74 -0.71 -1.67
C -3.50 0.34 -1.97
C -2.17 -3.04 -1.72
C -2.41 -4.34 -2.15
C -1.55 -5.34 -1.77
C -0.45 -5.04 -0.99
C -0.26 -3.71 -0.59
N -1.12 -2.75 -0.95
C 0.92 -3.34 0.26
C 1.82 -4.31 0.68
C 2.91 -3.96 1.46
C 3.06 -2.63 1.82
C 2.11 -1.73 1.38
N 1.07 -2.06 0.62
H -5.23 1.10 -2.99
H -5.86 -1.16 -3.86
H -4.45 -3.09 -3.30
H -3.12 1.26 -1.52
H -3.26 -4.59 -2.77
H -1.71 -6.37 -2.09
H 0.22 -5.83 -0.71
H 1.70 -5.35 0.40
H 3.61 -4.71 1.79
H 3.88 -2.29 2.44
H 2.18 -0.69 1.67
Cl 2.28 2.20 6.64
C 1.39 1.38 5.40
C 1.49 1.80 4.08
Cl 2.48 3.15 3.67
C 0.78 1.14 3.09
Cl 0.85 1.64 1.43
C -0.08 0.05 3.36
O -0.75 -0.55 2.44
C -0.14 -0.36 4.72
Cl -1.16 -1.70 5.08
C 0.57 0.30 5.71
Cl 0.44 -0.23 7.35
O -1.66 1.55 -0.25
Cl 5.19 0.26 2.54
C 4.96 0.62 0.86
C 5.55 -0.19 -0.10
C 5.36 0.13 -1.44
C 4.58 1.21 -1.83
C 4.39 1.49 -3.30
C 3.45 0.46 -3.94
N 2.13 0.49 -3.36
C 1.09 1.32 -3.73
C 0.08 1.09 -2.84
N 0.50 0.15 -1.93
C 1.73 -0.17 -2.26
O 5.63 1.41 -3.98
C 6.07 2.68 -4.45
C 6.12 3.72 -3.37
C 6.91 3.66 -2.26
Cl 8.09 2.47 -1.91
S 6.66 4.96 -1.19
C 5.49 5.65 -2.23
C 5.30 4.89 -3.35
C 3.99 1.98 -0.83
Cl 2.99 3.34 -1.23
C 4.19 1.71 0.51
H 6.16 -1.03 0.19
H 5.85 -0.46 -2.20
H 3.94 2.48 -3.42
H 3.87 -0.54 -3.81
H 3.37 0.66 -5.01
H 1.16 1.99 -4.57
H -0.89 1.54 -2.74
H 2.36 -0.88 -1.74
H 5.40 3.03 -5.25
H 7.05 2.51 -4.89
H 4.99 6.56 -1.96
H 4.60 5.13 -4.12
H 3.74 2.34 1.27
O -3.17 -1.32 1.11
S -3.49 0.00 1.79
C -4.99 0.57 1.00
C -6.03 -0.30 0.71
C -7.14 0.18 0.03
C -7.19 1.51 -0.35
C -6.14 2.37 -0.08
C -5.02 1.90 0.60
C -4.14 -0.42 3.40
C -4.14 0.57 4.37
C -4.59 0.26 5.65
C -5.02 -1.03 5.94
C -4.99 -2.01 4.96
C -4.55 -1.71 3.68
H -5.95 -1.34 1.00
H -7.96 -0.49 -0.20
H -8.06 1.88 -0.88
H -6.18 3.40 -0.40
H -4.15 2.52 0.76
H -3.78 1.56 4.13
H -4.60 1.02 6.42
H -5.36 -1.27 6.94
H -5.31 -3.02 5.20
H -4.47 -2.47 2.91
*
```


(2)
Density functional theory data (wB97M-V/def2-TZVPD) for a structure of composition C49H36CoN13OS in a non-equilibrium geometry.

Results
**HOMO (alpha / beta)**: -2.264 / -3.873 eV
**HOMO-LUMO gap (alpha / beta)**: 3.86 / 4.56 eV
**Energy above the lowest of the compared OMol25 structures with the same formula, charge and spin**: 1.719 eV

```
! wB97M-V def2-TZVPD RIJCOSX def2/J DEFGRID3
* xyz -1 4
Co -0.83 -1.73 0.78
C 5.04 0.51 3.30
C 5.38 -0.67 2.61
C 4.59 -1.33 1.77
C 3.29 -0.79 1.49
C 2.38 -1.50 0.49
N 1.11 1.01 0.66
C 1.47 0.72 2.07
N 0.55 0.63 2.95
C -0.80 0.65 2.68
C -1.72 1.56 3.25
C -1.61 2.74 4.03
C -2.80 3.22 4.75
C -4.06 2.57 4.69
C -4.12 1.31 3.94
C -3.02 0.95 3.15
C -2.81 -0.22 2.33
N -3.79 -1.05 1.99
C -3.65 -2.17 1.32
N -2.36 -2.65 0.80
C -2.69 -3.73 -0.02
N -1.83 -4.51 -0.67
C -0.56 -4.11 -0.81
N 0.10 -3.10 -0.15
C 1.46 -3.28 -0.47
N 2.53 -2.66 0.05
C 1.63 -4.38 -1.46
C 2.73 -4.92 -2.12
C 2.58 -6.13 -2.88
C 1.32 -6.68 -3.00
C 0.20 -6.15 -2.39
C 0.35 -4.93 -1.68
C -4.10 -4.02 0.05
C -5.00 -5.01 -0.47
C -6.32 -4.95 -0.17
C -6.89 -3.96 0.64
C -6.06 -2.99 1.23
C -4.69 -3.00 0.87
N -1.49 -0.27 1.84
C 2.85 0.28 2.27
C 3.78 0.92 3.11
H 5.79 0.87 3.98
H 6.34 -1.21 2.68
H 4.85 -2.23 1.19
H -0.63 3.22 3.99
H -2.76 4.09 5.40
H -4.91 3.01 5.22
H -5.04 0.69 4.09
H 3.65 -4.39 -2.09
H 3.50 -6.40 -3.33
H 1.01 -7.53 -3.61
H -0.88 -6.39 -2.64
H -4.48 -5.76 -1.01
H -6.99 -5.79 -0.44
H -7.93 -3.98 0.77
H -6.50 -2.14 1.79
H 3.53 1.91 3.56
S 0.83 -0.52 -0.04
C 1.72 1.97 -0.14
N 2.69 1.98 -0.98
N 3.37 0.89 -1.14
C 4.17 0.50 -2.16
C 4.51 1.47 -3.15
C 5.31 1.19 -4.22
C 5.96 -0.07 -4.26
C 5.70 -1.01 -3.30
C 4.73 -0.77 -2.33
N 1.24 3.31 0.04
N 0.34 3.50 0.91
C -0.13 4.90 0.85
C 0.73 5.87 0.35
C 0.27 7.17 0.26
C -1.12 7.40 0.61
C -1.98 6.36 0.98
C -1.45 5.06 1.16
H 3.24 0.24 -0.43
H 4.16 2.47 -2.97
H 5.62 1.89 -4.96
H 6.54 -0.32 -5.15
H 6.12 -1.96 -3.33
H 4.50 -1.60 -1.63
H 1.68 5.58 -0.07
H 0.86 8.04 0.00
H -1.51 8.45 0.51
H -3.02 6.58 0.94
H -2.02 4.21 1.48
C -1.33 0.30 -3.37
N -1.55 1.35 -2.43
C -0.70 2.49 -2.62
C -2.34 1.10 -1.33
C -2.43 2.15 -0.29
O -2.92 0.07 -1.19
H -2.03 0.39 -4.23
H -1.44 -0.74 -2.91
H -0.28 0.38 -3.77
H -0.85 3.26 -1.87
H -0.85 2.93 -3.64
H 0.32 2.15 -2.55
H -3.43 2.11 0.04
H -2.17 3.15 -0.64
H -1.78 1.96 0.59
*
```